The following is a quantum chemistry calculation of a structure of composition CH4I2OSi, from the OMol25 dataset.

Each line ends with the Mulliken charge.
Cartesian coordinates (Å):
C 2.722 -0.827 -0.473  -0.595
O -0.763 0.299 -0.562  -0.441
Si -2.063 0.793 0.209  0.361
I 1.284 0.604 -0.385  0.663
I 2.989 -2.267 1.089  0.079
H 3.092 -1.200 -1.481  0.336
H -2.604 2.038 -0.248  -0.128
H -1.493 0.851 1.525  -0.168
H -3.163 -0.292 0.326  -0.108

Output
Spin multiplicity = 1
Charge = 0
E_HOMO (alpha / beta) = -8.92 / -8.92 eV
LUMO energy (alpha / beta) = -1.344 / -1.342 eV
Largest force on an atom = 2.40 eV/A
Energy relative to the best compared isomer or geometry (same formula, charge and spin) = 592.88 kJ/mol
Gap between HOMO and LUMO (alpha / beta) = 0.278 / 0.278 hartree

The following is a quantum chemistry calculation of a structure of composition C18H41O2P3Pb, from the OMol25 dataset.

Each line ends with the Mulliken charge.
Cartesian coordinates (Å):
Pb -0.144 -0.649 -0.433  1.019
P 0.393 -2.975 -1.850  0.556
P 2.601 -0.195 0.253  0.507
P -2.656 0.321 -1.188  0.578
H 1.916 4.128 -1.158  0.321
C 0.836 4.227 -0.956  -0.534
C 0.338 4.274 0.300  -0.593
H 0.985 4.204 1.184  0.329
C 1.183 -2.399 -3.391  -0.561
C 1.596 -4.245 -1.322  -1.187
C -1.022 -3.955 -2.452  -1.132
C 2.877 1.419 1.052  -0.892
C 3.223 -1.417 1.470  -1.088
C 3.816 -0.266 -1.105  -1.119
C -2.994 2.043 -0.685  -1.069
C -4.179 -0.642 -0.924  -1.204
C -2.595 0.497 -2.985  -1.416
H 0.196 4.353 -1.845  0.294
H -0.730 4.433 0.495  0.324
H 1.112 -3.198 -4.145  0.532
H 2.240 -2.143 -3.220  0.273
H 0.656 -1.497 -3.740  -0.233
H 1.650 -5.034 -2.086  0.444
H 1.265 -4.672 -0.363  0.429
H 2.588 -3.785 -1.190  0.345
H -0.650 -4.822 -3.012  0.431
H -1.669 -3.346 -3.098  0.335
H -1.615 -4.298 -1.592  0.413
H 3.927 1.714 0.943  0.446
H 2.635 1.331 2.120  0.434
H 2.231 2.181 0.592  0.005
H 4.321 -1.375 1.519  0.444
H 2.904 -2.429 1.169  0.299
H 2.807 -1.182 2.463  0.371
H 4.836 -0.250 -0.701  0.472
H 3.667 0.601 -1.764  0.375
H 3.671 -1.193 -1.681  0.260
H -3.678 2.511 -1.406  0.443
H -2.053 2.617 -0.647  0.176
H -3.455 2.037 0.310  0.454
H -4.969 -0.292 -1.605  0.438
H -4.502 -0.521 0.119  0.428
H -3.976 -1.708 -1.116  0.366
H -3.570 0.807 -3.379  0.500
H -2.305 -0.439 -3.474  0.523
H -1.834 1.241 -3.254  0.374
C -0.868 0.513 -6.147  1.204
C -0.035 0.231 -7.246  -0.678
C 0.026 1.174 -8.276  -0.498
C -0.735 2.356 -8.213  -0.494
C -1.612 2.575 -7.145  -0.510
C -1.698 1.635 -6.122  -0.193
O -0.865 -0.249 -4.998  -0.252
H -0.466 -1.145 -5.131  0.329
H 0.523 -0.706 -7.272  0.407
H 0.667 0.995 -9.140  0.442
H -0.679 3.087 -9.022  0.454
H -2.243 3.461 -7.081  0.463
H -2.391 1.729 -5.288  0.282
C -0.990 -0.485 3.091  -0.589
O -0.702 -1.441 2.051  -0.382
H -1.735 0.217 2.695  0.205
H -0.078 0.077 3.335  0.246
H -1.373 -0.966 4.006  0.376
H -0.823 -2.338 2.407  0.279

Output
Spin multiplicity = 1
Charge = +4
E_HOMO (alpha / beta) = -19.35 / -19.38 eV
LUMO energy (alpha / beta) = -14.290 / -14.386 eV
Largest force on an atom = 2.46 eV/A
Energy relative to the best compared isomer or geometry (same formula, charge and spin) = 82.12 kJ/mol
Gap between HOMO and LUMO (alpha / beta) = 0.186 / 0.184 hartree

The following is a quantum chemistry calculation of a structure of composition C26H22FN8O2Tm, from the OMol25 dataset.

Each line ends with the Löwdin spin population.
Cartesian coordinates (Å):
Tm -2.338 -1.348 -1.651  2.013
N -1.865 3.164 -2.108  0.000
C -2.488 2.191 -1.462  0.000
N -1.957 1.034 -1.836  -0.002
C -1.004 1.398 -2.746  0.000
N -0.911 2.683 -2.941  0.000
C -0.192 0.396 -3.453  0.000
C 0.820 0.749 -4.330  0.000
N 1.536 -0.169 -4.972  0.000
C 1.245 -1.445 -4.735  0.000
C 0.238 -1.810 -3.861  0.000
N -0.484 -0.888 -3.217  -0.002
H -2.032 4.159 -2.054  0.000
H -3.292 2.344 -0.758  0.000
H 1.045 1.793 -4.509  0.000
H 1.823 -2.200 -5.253  0.000
H 0.019 -2.854 -3.677  0.000
C 6.148 2.505 5.924  0.000
C 5.534 1.967 4.656  0.000
C 6.275 1.205 3.759  0.000
C 5.717 0.716 2.589  0.000
C 4.395 0.994 2.283  0.000
N 3.887 0.494 1.040  0.000
C 2.645 0.063 0.721  0.000
O 2.279 -0.122 -0.434  0.000
N 1.827 -0.213 1.814  0.000
C 0.516 -0.655 1.753  0.000
C -0.183 -0.923 2.931  0.000
C -1.496 -1.351 2.887  0.000
C -2.111 -1.517 1.662  0.000
N -1.437 -1.276 0.529  -0.004
C -0.162 -0.859 0.559  0.000
C 3.639 1.775 3.150  0.000
C 4.210 2.239 4.328  0.000
H 7.154 2.117 6.073  0.000
H 5.552 2.238 6.797  0.000
H 6.212 3.594 5.892  0.000
H 7.311 0.979 3.982  0.000
H 6.311 0.108 1.914  0.000
H 4.513 0.498 0.250  0.000
H 2.250 -0.147 2.728  0.000
H 0.310 -0.792 3.889  0.000
H -2.042 -1.556 3.798  0.000
H -3.139 -1.849 1.587  0.000
H 0.356 -0.693 -0.373  0.000
H 2.627 2.070 2.897  0.000
H 3.613 2.850 4.996  0.000
O -2.378 -5.024 -1.696  0.000
C -2.060 -3.959 -1.750  -0.001
F -8.594 -1.219 -3.052  0.000
C -7.297 -1.282 -2.753  -0.001
C -6.930 -1.601 -1.458  0.000
C -5.578 -1.661 -1.165  0.000
C -4.591 -1.409 -2.131  -0.003
C -5.031 -1.091 -3.426  -0.001
C -6.375 -1.024 -3.753  0.000
H -7.695 -1.795 -0.717  0.000
H -5.308 -1.920 -0.143  0.000
H -4.320 -0.887 -4.224  0.000
H -6.719 -0.782 -4.750  0.000

Output
Spin multiplicity = 3
Charge = +2
E_HOMO (alpha / beta) = -12.85 / -12.85 eV
<S²> = 2.00
LUMO energy (alpha / beta) = -6.535 / -6.516 eV
Largest force on an atom = 1.06 eV/A
Energy relative to the best compared isomer or geometry (same formula, charge and spin) = 0.00 kJ/mol
Gap between HOMO and LUMO (alpha / beta) = 0.232 / 0.233 hartree

The following is a quantum chemistry calculation of a cluster of 2 separate species, C17H19O in total, from the OMol25 dataset.

Each line ends with the Mulliken charge.
Cartesian coordinates (Å):
C 2.041 -4.666 1.141  -1.241
C 2.414 -3.373 0.464  -0.207
O 1.190 -2.804 -0.045  -0.318
C 1.316 -1.626 -0.682  0.128
C 0.215 -1.085 -1.249  -1.006
H 2.940 -5.155 1.516  0.393
H 1.372 -4.478 1.985  0.306
H 1.543 -5.345 0.444  0.312
H 2.878 -2.681 1.181  0.309
H 3.113 -3.561 -0.364  0.345
H 2.307 -1.127 -0.671  0.371
H 0.338 -0.174 -1.819  0.418
H -0.726 -1.627 -1.248  0.278
C -0.980 0.914 0.659  -0.626
C 0.268 1.599 0.713  1.337
C 1.112 1.315 1.837  -0.686
C 2.389 1.840 1.938  -0.690
C 2.890 2.685 0.933  -0.339
C 2.079 2.997 -0.164  -1.003
C 0.784 2.492 -0.270  0.082
C -2.125 1.067 -0.174  1.225
C -3.299 0.336 0.209  -0.611
C -4.441 0.333 -0.574  -0.679
C -4.479 1.063 -1.776  -0.294
C -3.355 1.803 -2.162  -1.005
C -2.204 1.831 -1.376  0.091
H -1.137 0.227 1.497  0.192
H 0.717 0.664 2.621  0.384
H 3.006 1.600 2.804  0.411
H 3.896 3.100 1.012  0.421
H 2.455 3.654 -0.951  0.422
H 0.179 2.781 -1.122  0.343
H -3.266 -0.229 1.142  0.375
H -5.315 -0.235 -0.257  0.397
H -5.377 1.058 -2.396  0.406
H -3.374 2.376 -3.092  0.409
H -1.362 2.430 -1.704  0.348

Output
Spin multiplicity = 1
Charge = +1
E_HOMO = -11.45 eV
LUMO energy = -5.841 eV
Largest force on an atom = 1.16 eV/A
Energy relative to the best compared isomer or geometry (same formula, charge and spin) = 105.95 kJ/mol
Gap between HOMO and LUMO = 0.206 hartree